The following is a quantum chemistry calculation of a structure of composition C17H17NO12P2Tc, from the Open Molecules 2025 dataset.

⟨S²⟩ = 0.8512
LUMO (spin up / spin down) = 4.3 / 4.3 eV
Kohn-Sham gap (spin up / spin down) = 5.638 / 5.659 eV
Highest occupied orbital energy (spin up / spin down) = -1.3058 / -1.3241 eV
2S+1 = 2
Maximum force = 0.8 eV Å⁻¹
Molecular weight = 587.27 g mol⁻¹
Net charge = -2

The geometry in XYZ format:
```
50
Properties=species:S:1:pos:R:3:mulliken_charge:R:1
Tc -0.62 0.91 0.13 0.47
O 4.47 5.17 -0.05 -0.68
C 3.48 4.53 0.22 0.48
C 2.72 4.57 1.54 0.25
O 3.04 5.25 2.50 -0.71
C 1.56 3.65 1.42 0.52
C 1.65 3.03 0.13 0.34
O 0.89 2.10 -0.38 -0.35
C 2.78 3.52 -0.64 0.01
O 3.13 3.18 -1.77 -0.76
O 0.73 3.45 2.33 -0.84
O -2.15 2.91 0.26 -0.40
P -2.77 2.39 -1.17 0.76
O -3.36 3.45 -1.99 -0.82
O -1.63 1.50 -1.67 -0.40
O -3.95 1.39 -0.64 -0.37
P -3.86 0.47 0.68 0.85
O -4.10 1.57 1.87 -0.58
O -4.96 -0.52 0.69 -0.81
O -2.42 0.06 0.86 -0.41
H -2.81 2.92 0.98 0.32
H -5.04 1.62 2.07 0.28
C 0.51 -1.00 -2.77 -1.73
C -0.15 -1.62 -1.52 3.18
C -1.65 -1.72 -1.77 -2.39
C 0.17 -0.71 -0.33 -0.19
C 0.46 -3.00 -1.24 -0.30
C -0.31 -4.13 -1.00 -0.19
C 0.26 -5.37 -0.73 -0.83
C 1.64 -5.51 -0.70 -0.30
C 2.43 -4.39 -0.93 -0.88
C 1.85 -3.16 -1.20 -0.21
H 0.05 -0.03 -2.96 0.38
H 0.36 -1.66 -3.63 0.42
H 1.57 -0.83 -2.64 0.33
H -2.02 -0.74 -2.07 0.45
H -2.21 -2.02 -0.88 0.35
H -1.86 -2.43 -2.57 0.52
H 1.07 -1.02 0.21 0.33
H -1.39 -4.05 -1.01 0.37
H -0.37 -6.22 -0.54 0.36
H 2.09 -6.47 -0.49 0.36
H 3.51 -4.47 -0.90 0.35
H 2.49 -2.30 -1.36 0.31
C 0.93 1.02 4.41 -1.25
C 0.54 0.70 3.05 0.50
N 0.18 0.68 1.96 0.01
H 1.79 0.43 4.72 0.31
H 0.10 0.83 5.09 0.30
H 1.19 2.08 4.41 0.31
```